[1]
Formula: C5H33NO10
Source: the Open Molecules 2025 dataset
Level of theory: the ωB97M-V functional and the def2-TZVPD basis

Element x y z (Å)
C1 2.1130 0.2695 1.3076
C2 1.0512 1.2315 1.0052
C3 0.0727 0.7108 -0.0479
C4 -1.2660 1.4525 0.1395
C5 -2.2700 0.6950 0.9012
N1 1.6121 2.6310 0.7805
H1 1.7968 -0.7551 1.3923
H2 2.8234 0.3769 2.1674
H3 2.7051 0.1647 0.3602
H4 0.3214 1.2687 1.8790
H5 -0.1237 -0.3011 0.1559
H6 0.6245 0.5240 -1.0893
H7 -1.6400 1.4884 -0.8816
H8 -0.9144 2.3903 0.5192
H9 -2.1820 1.1347 1.9743
H10 -2.1270 -0.4278 0.7932
H11 -3.2946 0.8669 0.5970
H12 2.6193 2.6309 0.6942
H13 1.1386 3.1071 0.0252
H14 3.6932 0.1427 -1.4693
H15 2.5551 0.6396 -2.4591
O1 3.1234 -0.1347 -2.0821
H16 1.4259 2.3325 -3.5490
H17 0.5537 1.1946 -3.0618
O2 1.3486 1.6351 -2.8221
H18 -0.1524 -2.4035 -1.1869
H19 -1.8039 -2.4122 -1.4439
O3 -0.9899 -2.3003 -1.8809
H20 -2.7270 -2.3280 0.3501
H21 -3.7049 -1.6081 -0.5406
O4 -3.2836 -2.4129 -0.4387
H22 -0.7840 -0.8596 -2.7563
H23 -0.6687 -0.2216 -4.1926
O5 -0.6321 0.0076 -3.2655
H24 -0.3795 -1.9807 1.7585
H25 -1.1099 -1.7015 3.0003
O6 -1.1684 -2.1656 2.1812
H26 -0.9399 0.8529 3.6909
H27 -1.3679 -0.3289 4.3468
O7 -0.5134 -0.0197 3.9326
H28 -2.0593 3.1895 1.5873
H29 -0.7493 3.7719 1.9761
O8 -1.6473 3.6320 2.2666
H30 1.6932 -3.1081 -0.5512
H31 0.5070 -3.6811 0.4265
O9 0.8806 -2.7392 -0.0057
H32 2.6590 -1.7220 -2.1418
H33 1.1152 -2.1893 -2.1727
O10 2.0659 -2.5400 -2.1697

Computed properties:
- Charge: 0
- SMILES: CCC[C@@H](C)N.O.O.O.O.O.O.O.O.O.O
- Gap between HOMO and LUMO: 9.41 eV

Results of the natural (NBO) charge analysis, in e, for atoms 1 through 8: -0.63 -0.05 -0.41 -0.44 -0.63 -0.88 0.23 0.22

[2]
Formula: C5H34N10O12
Source: the Open Molecules 2025 dataset
Level of theory: the ωB97M-V functional and the def2-TZVPD basis

Element x y z (Å)
C1 0.4738 -3.0770 4.5185
O1 -0.5555 -2.6799 3.9423
N1 1.2048 -2.2654 5.3619
N2 0.8927 -4.4055 4.3547
H1 2.1415 -2.4845 5.6233
H2 0.7907 -1.3583 5.5458
H3 0.2648 -5.0573 3.9362
H4 1.7272 -4.7137 4.8119
C2 -2.9359 1.7072 -3.3691
O2 -3.1156 0.5729 -3.8251
N3 -3.1397 2.8949 -4.1575
N4 -2.7123 1.9081 -2.0258
H5 -2.4703 3.0543 -4.8920
H6 -3.2778 3.6908 -3.5495
H7 -2.4487 1.1099 -1.4517
H8 -2.3736 2.8066 -1.7353
C3 1.3175 0.5477 -0.3990
O3 2.2305 1.1558 -1.0249
N5 -0.0041 0.7933 -0.6909
N6 1.5846 -0.3902 0.5390
H9 -0.7310 0.3752 -0.1406
H10 -0.2030 1.2148 -1.5805
H11 2.5796 -0.5166 0.6909
H12 0.9708 -0.9372 1.1299
C4 1.4786 2.6473 2.6008
O4 1.9459 2.4367 3.7434
N7 2.2434 3.1091 1.5349
N8 0.2023 2.2600 2.1987
H13 3.2434 3.1347 1.5790
H14 1.8898 3.2942 0.6178
H15 -0.3571 1.6991 2.8115
H16 -0.0168 2.4059 1.2371
C5 -3.6787 -1.2543 -0.9455
O5 -2.6209 -0.6554 -0.6693
N9 -4.4456 -0.8181 -1.9982
N10 -4.0316 -2.4182 -0.2888
H17 -5.1278 -1.4209 -2.4234
H18 -3.8810 -0.3028 -2.6885
H19 -3.4064 -2.7648 0.4433
H20 -4.6456 -3.0623 -0.7471
O6 1.9776 -0.2056 -3.9574
H21 1.5397 -0.9620 -3.5477
H22 2.2142 0.3688 -3.2129
O7 0.3197 2.8464 -3.3198
H23 -0.2253 2.7352 -4.1065
H24 1.1103 2.3172 -3.5006
O8 4.9917 0.6723 0.4301
H25 5.9142 0.6507 0.1535
H26 4.6298 1.4844 0.0150
O9 4.0290 3.1126 -0.9310
H27 3.3615 2.3748 -1.0490
H28 4.0192 3.5865 -1.7692
O10 -2.3828 -0.5849 2.5052
H29 -2.4816 -1.5399 2.3514
H30 -2.7947 -0.2093 1.7118
O11 -2.1469 -3.4515 1.7293
H31 -1.6463 -4.0123 1.1233
H32 -1.5759 -3.3917 2.5437
O12 3.0203 -2.7728 -2.1578
H33 2.3508 -3.3630 -1.7909
H34 2.7727 -1.8921 -1.8387

Computed properties:
- Charge: 0
- SMILES: NC(N)=O.NC(N)=O.NC(N)=O.NC(N)=O.NC(N)=O.O.O.O.O.O.O.O
- Gap between HOMO and LUMO: 9.42 eV

Results of the natural (NBO) charge analysis, in e, for atoms 1 through 8: 0.79 -0.70 -0.84 -0.85 0.40 0.43 0.41 0.39

[3]
Formula: C5H34NO12
Source: the Open Molecules 2025 dataset
Level of theory: the ωB97M-V functional and the def2-TZVPD basis

Element x y z (Å)
C1 1.7369 1.8512 -2.5463
C2 1.9005 0.5711 -1.6899
C3 1.5334 0.9864 -0.2430
C4 1.7608 -0.2286 0.8141
C5 2.8753 0.1046 1.7668
O1 3.9173 -0.8420 1.5710
N1 0.9553 -0.4634 -2.1246
H1 2.3575 2.7394 -2.0818
H2 2.2009 1.8216 -3.5491
H3 0.6877 2.1148 -2.6027
H4 2.8512 0.1699 -1.8197
H5 2.1177 1.7553 0.2725
H6 0.4806 1.1385 -0.0759
H7 1.8190 -1.1527 0.2229
H8 0.8256 -0.2560 1.4238
H9 3.2853 1.1285 1.6808
H10 2.6130 0.0126 2.7986
H11 -0.0545 -0.2832 -1.9340
H12 1.1118 -0.9044 -2.9571
H13 -3.3704 0.2301 0.8731
H14 -3.3487 1.7961 0.5498
O2 -3.6565 1.1131 1.1604
H15 -1.8008 -2.0191 -0.3809
H16 -3.3366 -1.6477 0.2295
O3 -2.5476 -1.1356 0.3127
H17 3.0752 -2.7236 -0.0875
H18 3.5900 -1.7841 1.6226
O4 2.9687 -3.5965 0.3224
H19 -0.2414 -3.5504 -0.2972
H20 -0.3663 -2.1361 -1.4033
O5 -1.1796 -2.6003 -1.0930
H21 -1.4360 1.4847 -2.9904
H22 -2.5190 2.5084 -3.0680
O6 -1.6118 2.3574 -3.3884
H23 -1.8223 4.1934 -0.8317
H24 -0.7506 3.5795 -1.6332
O7 -0.9119 4.3381 -1.1212
H25 2.0807 -3.8038 0.5133
H26 -0.3029 -3.9236 1.2621
O8 0.2610 -3.9161 0.5364
H27 -2.2302 -0.0992 -1.1386
H28 -2.0384 -0.8500 -2.4465
O9 -1.9705 0.0442 -2.0735
H29 -0.8364 -1.6909 2.1940
H30 -2.1582 -1.4750 2.0028
O10 -1.5721 -1.5094 2.8188
H31 -1.8927 0.0723 3.2781
H32 -2.8501 1.0801 2.7700
O11 -2.2342 0.9583 3.4784
H33 0.0838 0.9830 3.6190
H34 -0.4340 1.8248 2.5067
O12 0.3844 1.6344 2.9766

Computed properties:
- Charge: -1
- Gap between HOMO and LUMO: 8.99 eV

Results of the natural (NBO) charge analysis, in e, for atoms 1 through 8: -0.61 -0.06 -0.40 -0.44 -0.05 -0.76 -0.91 0.20

[4]
Formula: C5H34NO12
Source: the Open Molecules 2025 dataset
Level of theory: the ωB97M-V functional and the def2-TZVPD basis

Element x y z (Å)
C1 1.9202 -2.8606 -0.1133
C2 0.5594 -2.2382 0.0297
C3 0.5194 -1.6586 1.4132
C4 -0.9297 -1.3429 1.6876
C5 -1.7425 -2.4331 2.2293
O1 -2.2704 -3.3715 1.3802
N1 0.6219 -1.1199 -1.0510
H1 2.0064 -3.8672 0.3513
H2 1.9225 -3.1560 -1.1564
H3 2.8736 -2.4196 0.1117
H4 -0.4191 -2.6761 -0.1861
H5 0.9789 -2.4625 2.0798
H6 1.3730 -0.8009 1.6353
H7 -1.4004 -0.9931 0.7707
H8 -0.8680 -0.4746 2.4343
H9 -0.9711 -3.0892 2.8876
H10 -2.5966 -2.1050 2.8618
H11 -0.2792 -0.8175 -1.4383
H12 1.1483 -0.2591 -0.6653
H13 0.8299 2.5631 -1.0806
H14 1.7599 3.8147 -1.7227
O2 1.7152 3.1105 -1.0227
H15 -1.5029 0.8833 -2.3482
H16 -1.0350 2.6996 -1.8004
O3 -0.5439 1.9619 -1.5751
H17 -3.2150 -1.6280 -0.5188
H18 -2.8394 -2.8072 0.7030
O4 -3.9922 -2.1025 -0.1815
H19 -3.7781 0.2239 1.2022
H20 -2.7833 0.1890 -1.8102
O5 -2.1401 0.0745 -2.5428
H21 3.7386 -0.0603 -2.2928
H22 2.9390 1.1098 -2.0150
O6 3.8432 0.6898 -1.9151
H23 3.3805 -0.0558 0.7448
H24 4.5250 0.6897 0.4573
O7 4.1806 0.2130 1.2239
H25 -4.1671 -1.3506 0.5016
H26 -2.9831 1.1999 0.3456
O8 -3.6860 0.5314 0.4101
H27 0.5043 1.3465 -2.8662
H28 1.5916 0.4345 -3.0510
O9 1.4585 1.3581 -3.2071
H29 -0.6801 1.2569 1.3167
H30 -1.1248 1.8636 -0.1015
O10 -1.4468 1.6993 0.8839
H31 -0.5867 3.2532 1.5784
H32 -0.3002 3.9710 0.2547
O11 -0.2049 4.0709 1.1204
H33 1.6527 1.8268 0.7999
H34 1.2437 3.0817 1.6107
O12 1.2002 2.0338 1.6361

Computed properties:
- Charge: -1
- Gap between HOMO and LUMO: 9.20 eV

Results of the natural (NBO) charge analysis, in e, for atoms 1 through 8: -0.64 -0.08 -0.41 -0.46 -0.05 -0.76 -0.91 0.20

no.,highest occupied orbital energy (hartree)
1,-0.335
2,-0.348
3,-0.240
4,-0.237